Record 1
The following is a quantum chemistry calculation of a molecular structure, C3H7N3OS in a non-equilibrium geometry, from the Open Molecules 2025 dataset.

Computed properties:
**Max |F|**: 0.158 Eh/bohr
**Gap between HOMO and LUMO**: 8.25 eV
**Relative energy (zero: lowest compared OMol25 entry of this formula, charge and spin)**: 150.5 kcal/mol
**HOMO**: -8.701 eV
**LUMO level**: -0.0166 Eh
**Net charge**: 0
**E_tot**: -20571.6560 eV

CARTESIAN COORDINATES (ANGSTROEM)
1 C -0.77 -0.91 -0.25
2 C -0.14 0.36 0.20
3 C 1.37 0.36 -0.19
4 H -3.73 -0.50 0.76
5 H -2.57 0.77 0.37
6 H -0.03 -1.64 -0.31
7 H -0.07 0.19 1.43
8 H -0.29 1.77 -1.17
9 H 1.47 1.42 -0.61
10 H 4.34 -1.34 -0.23
11 N -2.87 -0.19 0.12
12 N -1.99 -1.18 -0.39
13 N 2.24 -0.61 0.40
14 O -0.71 1.61 -0.06
15 S 3.74 -0.10 -0.08

Record 2
The following is a quantum chemistry calculation of a gas-phase ion, C4H8NO2 (charge +1) in a non-equilibrium geometry, from the Open Molecules 2025 dataset.

Computed properties:
**Max |F|**: 0.121 Eh/bohr
**Gap between HOMO and LUMO**: 9.66 eV
**Relative energy (zero: lowest compared OMol25 entry of this formula, charge and spin)**: 81.5 kcal/mol
**HOMO**: -14.561 eV
**LUMO level**: -0.1803 Eh
**Net charge**: +1
**SMILES string**: C=C[C@]([NH3+])(O)C=O
**E_tot**: -9852.7963 eV

CARTESIAN COORDINATES (ANGSTROEM)
1 C -1.15 1.18 -1.42
2 C -0.01 1.01 -0.71
3 C 1.56 -0.21 0.93
4 C 0.25 -0.15 0.19
5 N -0.22 -1.46 -0.12
6 O 1.94 -1.30 1.20
7 O -0.75 0.34 1.55
8 H -1.27 2.02 -2.05
9 H -1.92 0.44 -1.42
10 H 0.67 1.87 -0.64
11 H 2.09 0.77 1.15
12 H 0.06 -1.68 -1.06
13 H -1.20 -1.57 0.10
14 H 0.27 -2.33 0.26
15 H -0.32 1.06 2.04

Record 3
The following is a quantum chemistry calculation of a molecular structure, C17H15CdF4N3O4, from the Open Molecules 2025 dataset.

Computed properties:
**Max |F|**: 0.013 Eh/bohr
**Gap between HOMO and LUMO**: 7.39 eV
**Relative energy (zero: lowest compared OMol25 entry of this formula, charge and spin)**: 3.0 kcal/mol
**HOMO**: -7.857 eV
**LUMO level**: -0.0173 Eh
**Net charge**: 0
**E_tot**: -45963.9680 eV

CARTESIAN COORDINATES (ANGSTROEM)
1 Cd -1.32 -0.12 0.26
2 C -2.09 3.07 -0.33
3 N -0.85 2.31 -0.11
4 C 0.08 2.54 -1.22
5 C -0.26 2.68 1.19
6 C 0.56 1.55 1.79
7 N -0.30 0.41 2.06
8 C -0.77 0.11 3.30
9 C -1.97 -0.62 3.40
10 F -2.65 -0.95 2.25
11 C -2.53 -1.01 4.59
12 F -3.69 -1.69 4.55
13 C -1.94 -0.71 5.80
14 C -0.76 0.00 5.73
15 F -0.11 0.33 6.86
16 C -0.19 0.40 4.53
17 F 1.00 1.05 4.58
18 H -1.91 4.15 -0.32
19 H -2.81 2.83 0.45
20 H -2.51 2.80 -1.30
21 H 0.30 3.61 -1.32
22 H -0.35 2.17 -2.14
23 H 1.02 2.01 -1.04
24 H -1.09 2.87 1.88
25 H 0.32 3.61 1.10
26 H 1.10 1.91 2.66
27 H 1.33 1.24 1.07
28 H -2.37 -1.01 6.74
29 O -0.11 -1.79 -0.71
30 C -0.21 -1.22 -1.83
31 O -1.08 -0.31 -2.03
32 C 0.74 -1.59 -2.91
33 C 1.10 -0.66 -3.88
34 C 2.03 -0.99 -4.86
35 C 2.60 -2.26 -4.88
36 C 2.21 -3.16 -3.91
37 C 1.30 -2.86 -2.92
38 N 2.80 -4.53 -3.93
39 O 3.66 -4.75 -4.76
40 O 2.42 -5.32 -3.10
41 H 0.63 0.31 -3.88
42 H 2.32 -0.27 -5.61
43 H 3.32 -2.55 -5.62
44 H 1.05 -3.59 -2.16